Computed, not measured: a 2-piece molecular cluster, C5H15NO2 overall in a non-equilibrium geometry, with wB97M-V/def2-TZVPD.

Its energy above the lowest of the compared OMol25 structures with the same formula, charge and spin is 332.8 kJ/mol. The largest force on an atom comes out at 0.1308 hartree/bohr. The energy comes out at -11010.4970 eV. Its structure (SMILES) is CNCCCCO.O. The spin multiplicity is 1. As for the charge: 0. Its highest occupied orbital energy is -0.322 Ha.

Atoms and positions in Å:
O  -0.546  -2.027  2.203
O  1.960  -0.219  1.486
N  -0.408  -0.960  -0.881
C  -0.117  0.397  -1.585
C  -1.577  -1.564  -1.503
C  -0.167  1.576  -0.590
C  1.011  1.787  0.285
C  0.998  0.905  1.561
H  2.031  -0.726  0.599
H  0.936  0.381  -2.018
H  -1.227  -2.576  -1.760
H  -2.389  -1.821  -0.733
H  1.057  2.800  0.632
H  0.209  -1.972  2.669
H  -0.012  0.693  1.857
H  -0.875  0.809  -2.317
H  1.541  1.319  2.361
H  -1.959  -1.016  -2.258
H  -0.185  2.503  -1.365
H  1.990  1.490  -0.180
H  -1.254  1.704  0.032
H  -0.524  -2.655  1.409
H  -0.494  -0.829  0.096